Entry 1:
ORCA calculation (ωB97M-V/def2-TZVPD) on a cluster of 5 separate species, C20H30O15 in total.

Computed properties:
electronic energy: -1908.64194 hartree
net charge: 0
structure (SMILES): C[C@H]1COC(=O)O1.C[C@H]1COC(=O)O1.C[C@H]1COC(=O)O1.C[C@H]1COC(=O)O1.C[C@H]1COC(=O)O1
ΔE to the lowest compared entry with this formula, charge and spin: 91.2 kcal/mol

Each line ends with the natural charge from an NBO analysis.
Geometry (Å):
C -21.59241 -16.84753 -5.41232  -0.64
C -21.86828 -15.48728 -4.82744  0.08
C -20.59942 -14.51925 -4.76175  -0.09
O -21.23551 -13.30365 -4.96561  -0.49
C -22.48818 -13.49447 -5.45366  0.97
O -23.23527 -12.59393 -5.75753  -0.57
O -22.80500 -14.82790 -5.51450  -0.48
H -21.43414 -16.93647 -6.48711  0.22
H -22.49055 -17.44731 -5.26497  0.21
H -20.72418 -17.27041 -4.90691  0.24
H -22.32173 -15.57967 -3.84055  0.16
H -19.99876 -14.73669 -5.64493  0.18
H -19.92242 -14.69930 -3.92666  0.21
C -15.22841 -20.42159 -5.02468  -0.64
C -16.64995 -20.30321 -5.68015  0.05
C -17.69258 -20.81805 -4.70322  -0.09
O -18.05833 -19.57307 -4.13686  -0.48
C -17.89675 -18.59255 -4.97861  0.98
O -18.48420 -17.44911 -4.91372  -0.63
O -16.92356 -18.98902 -5.89995  -0.47
H -14.93599 -21.45071 -4.81612  0.22
H -15.13199 -19.90896 -4.06759  0.21
H -14.51157 -19.94358 -5.69232  0.23
H -16.75666 -20.80037 -6.64428  0.23
H -17.34542 -21.43489 -3.87431  0.21
H -18.58532 -21.25567 -5.14998  0.20
C -16.61899 -14.48817 -4.11336  -0.64
C -15.80456 -15.16174 -2.93168  0.07
C -14.98379 -16.39471 -3.37101  -0.10
O -13.65798 -15.90458 -3.20226  -0.50
C -13.57914 -14.70336 -2.73478  0.97
O -12.59124 -14.02719 -2.56566  -0.59
O -14.85854 -14.21760 -2.56192  -0.50
H -17.04476 -15.34927 -4.62847  0.23
H -15.96945 -14.02805 -4.85800  0.23
H -17.34190 -13.70464 -3.88623  0.23
H -16.35364 -15.45900 -2.03823  0.19
H -15.09407 -16.64822 -4.42536  0.21
H -14.97424 -17.27096 -2.72278  0.19
C -9.80364 -17.44770 -5.35480  -0.63
C -10.98366 -18.11269 -6.10325  0.06
C -12.36722 -18.06423 -5.47236  -0.12
O -13.20150 -17.64222 -6.53106  -0.47
C -12.40732 -17.18155 -7.49987  0.95
O -12.81974 -16.75830 -8.54975  -0.57
O -11.10524 -17.55565 -7.36929  -0.47
H -9.93738 -17.74089 -4.31353  0.21
H -9.75768 -16.37331 -5.53272  0.23
H -8.80626 -17.79454 -5.62504  0.23
H -10.72975 -19.15154 -6.31400  0.18
H -12.17213 -17.53675 -4.53865  0.21
H -12.76124 -19.00955 -5.09925  0.19
C -18.58447 -26.66165 -7.68218  -0.64
C -18.83779 -25.27153 -8.05321  0.07
C -19.50829 -24.33121 -7.12855  -0.11
O -18.93418 -23.12543 -7.53912  -0.49
C -17.82464 -23.24197 -8.16008  0.98
O -17.15874 -22.31115 -8.60834  -0.59
O -17.57818 -24.56620 -8.13018  -0.51
H -18.39691 -26.84056 -6.62345  0.22
H -17.67523 -27.01700 -8.16706  0.25
H -19.33703 -27.28111 -8.17005  0.23
H -19.25513 -25.26061 -9.06009  0.19
H -19.52160 -24.56110 -6.06315  0.20
H -20.49181 -24.38915 -7.59484  0.21


Entry 2:
ORCA calculation (ωB97M-V/def2-TZVPD) on a structure of composition C20H31AuN3OS4.

Computed properties:
electronic energy: -2747.59848 hartree
net charge: +3
2S+1: 3
⟨S²⟩: 2.0216

Each line ends with the natural charge from an NBO analysis.
Geometry (Å):
Au 0.31690 0.47577 0.27986  0.67
C 3.00323 -1.74237 1.27500  -0.55
C 3.66650 -0.55082 0.60096  -0.55
S 2.63097 0.88433 0.13508  0.35
C 2.88842 2.08808 1.46743  -0.55
C 2.47275 1.64031 2.85733  -0.62
S 0.71763 1.30287 3.02123  0.63
C 0.76959 -0.07844 4.14158  -0.59
C 1.12537 -1.41834 3.41533  -0.57
S 2.86355 -1.63023 3.08328  0.38
H 3.64424 -2.61416 1.12558  0.28
H 2.02243 -1.95861 0.85041  0.24
H 4.07471 -0.89356 -0.35174  0.27
H 4.50736 -0.15915 1.17692  0.26
H 2.33857 2.97039 1.13406  0.26
H 3.94826 2.34707 1.46821  0.28
H 2.74673 2.40023 3.59634  0.30
H 3.01738 0.73126 3.15510  0.27
H -0.23143 -0.18266 4.56197  0.28
H 1.45727 0.12756 4.96070  0.28
H 0.55865 -1.53054 2.49278  0.24
H 0.85745 -2.22119 4.10660  0.29
C 0.24666 6.76739 -3.24317  -0.61
C 0.81115 6.11133 -1.98439  -0.50
C -0.03806 5.04881 -1.41839  0.18
N 0.45457 3.97655 -0.76933  -0.20
N -0.44952 3.16420 -0.31637  -0.24
C -1.71756 3.56664 -0.63426  0.23
N -2.74037 2.81835 -0.30766  -0.61
S -1.75394 5.06453 -1.50102  0.55
H 0.91493 7.56276 -3.56396  0.27
H -0.72843 7.22274 -3.06143  0.22
H 0.15676 6.04783 -4.05616  0.23
H 0.92112 6.86945 -1.19351  0.29
H 1.80660 5.69004 -2.13665  0.27
H -2.56128 1.86816 0.05091  0.46
H -3.69402 3.10214 -0.49483  0.45
C -0.81047 -6.14971 -1.89226  -0.66
C -1.24729 -4.78961 -1.46214  0.15
C -2.32948 -4.62374 -0.59859  -0.24
C -2.76555 -3.37054 -0.20967  0.11
C -3.97582 -3.27471 0.67780  -0.66
C -2.04006 -2.22459 -0.66296  -0.21
C -2.45913 -0.97492 -0.14000  0.46
O -1.78012 0.07687 0.04124  -0.78
C -0.97681 -2.37473 -1.59813  0.07
C -0.34224 -1.22598 -2.33446  -0.66
C -0.60634 -3.65053 -1.96823  -0.24
H -1.25549 -6.92979 -1.27971  0.24
H 0.27531 -6.24173 -1.85531  0.24
H -1.11014 -6.32156 -2.92901  0.26
H -2.85246 -5.49942 -0.23718  0.24
H -4.23833 -4.26039 1.05366  0.26
H -4.83602 -2.90735 0.11233  0.25
H -3.83415 -2.62527 1.54066  0.22
H -3.50304 -0.89998 0.17765  0.18
H -0.83659 -0.27236 -2.15986  0.21
H -0.38709 -1.42660 -3.40515  0.27
H 0.71570 -1.12443 -2.08108  0.22
H 0.17051 -3.77764 -2.71341  0.23


Entry 3:
ORCA calculation (ωB97M-V/def2-TZVPD) on a cluster of 4 separate species, C20H31BClNO17S5 in total.

Computed properties:
electronic energy: -4590.53697 hartree
net charge: 0
structure (SMILES): CCN(CC)C(=S)SCCCC1=CC(=O)C(Cl)=C(OB(O)O)C1=O.O=S1(=O)OCCO1.O=S1(=O)OCCO1.O=S1(=O)OCCO1

Each line ends with the Mulliken charge.
Geometry (Å):
C 4.06701 -2.70145 3.23350  -1.14
C 3.56385 -1.36175 2.70848  -0.67
N 2.59426 -1.38052 1.59747  0.44
C 2.89294 -2.38363 0.55706  -0.42
C 2.43040 -2.02346 -0.84364  -1.33
C 1.24869 -1.46583 2.01313  -0.12
S 0.58280 -2.63670 2.92917  -0.25
S 0.40030 -0.07195 1.43745  0.24
C -1.34032 -0.50767 1.44419  -0.64
C -2.14048 0.54699 2.19553  -0.50
C -3.67931 0.50956 1.97224  -1.47
C -4.15729 -0.60216 1.10957  0.30
C -4.22697 -0.50443 -0.22219  -0.36
C -4.63112 -1.62848 -1.06421  0.08
O -4.61291 -1.54177 -2.28128  -0.67
C -5.03880 -2.86555 -0.37480  0.69
Cl -5.57384 -4.12831 -1.36884  -0.17
C -5.00126 -2.99283 0.96603  -0.11
O -5.41905 -4.10817 1.58223  -0.68
B -4.61532 -4.77362 2.51954  0.84
O -3.55331 -5.46336 2.04466  -0.53
O -4.92826 -4.75890 3.86492  -0.55
C -4.54021 -1.85798 1.79887  1.04
O -4.47310 -1.96507 3.00796  -0.64
H 4.92676 -3.02589 2.65609  0.37
H 4.40066 -2.59365 4.25857  0.37
H 3.31960 -3.48057 3.16674  0.28
H 3.13613 -0.76471 3.50452  0.47
H 4.41547 -0.79712 2.33944  0.34
H 3.97069 -2.49944 0.53089  0.44
H 2.46360 -3.34111 0.85317  0.36
H 1.35037 -1.94581 -0.87975  0.27
H 2.77881 -2.78640 -1.53193  0.47
H 2.86599 -1.08332 -1.15914  0.20
H -1.62248 -0.57927 0.40031  0.23
H -1.45569 -1.48151 1.90547  0.18
H -1.93688 0.40570 3.25137  0.24
H -1.76397 1.52825 1.92927  0.38
H -4.14889 0.44818 2.94485  0.37
H -3.99849 1.45087 1.53993  0.45
H -3.94890 0.41136 -0.71963  0.53
H -2.99836 -5.74476 2.77812  0.33
H -5.45226 -5.51786 4.13135  0.30
C -4.32247 0.79297 -4.66522  0.07
C -5.09619 2.09442 -4.65864  -0.38
O -4.42758 2.87988 -3.65703  -0.33
S -2.86820 2.54253 -3.64867  1.04
O -2.15923 3.51359 -4.39928  -0.57
O -2.49612 2.25014 -2.31051  -0.41
O -2.94997 1.20350 -4.50114  -0.29
H -4.58593 0.15872 -3.82172  -0.01
H -4.43077 0.24292 -5.59487  0.30
H -6.13637 1.96736 -4.37558  0.32
H -5.03483 2.61429 -5.61639  0.31
C 1.78594 4.97719 1.90701  -0.35
C 3.01610 5.19394 1.05010  -0.35
O 3.87819 4.10190 1.40377  -0.32
S 3.00115 2.80286 1.74232  1.11
O 2.93923 1.97403 0.59618  -0.40
O 3.41842 2.29945 2.99656  -0.60
O 1.60126 3.55484 1.89654  -0.28
H 1.94721 5.30378 2.93552  0.29
H 0.89892 5.45521 1.50234  0.31
H 3.52194 6.13126 1.26014  0.33
H 2.78032 5.12946 -0.01432  0.24
C 4.52987 2.02672 -2.71005  -0.21
C 5.73446 2.24880 -3.59825  -0.38
O 6.68153 1.27794 -3.13326  -0.32
S 5.91807 -0.04258 -2.65594  1.08
O 5.91916 -0.99167 -3.70842  -0.56
O 6.38172 -0.38241 -1.36125  -0.53
O 4.46372 0.59968 -2.56557  -0.20
H 4.66361 2.47104 -1.72845  0.16
H 3.60246 2.38132 -3.15067  0.33
H 6.16223 3.24138 -3.49376  0.30
H 5.51135 2.04966 -4.64822  0.31


Entry 4:
ORCA calculation (ωB97M-V/def2-TZVPD) on a structure of composition C20H31BiO5S.

Computed properties:
electronic energy: -1769.46433 hartree
net charge: 0

Each line ends with the natural charge from an NBO analysis.
Geometry (Å):
O 0.81480 0.21634 -5.91244  -0.55
C 0.99450 1.39635 -6.79419  -0.07
C 0.83930 0.62731 -8.09151  -0.47
H 1.99218 1.82874 -6.66863  0.19
H 0.20844 2.13613 -6.61622  0.18
C 0.80921 -0.60788 -7.13145  0.28
H 1.67730 0.66322 -8.79140  0.21
H -0.10720 0.81465 -8.60220  0.21
C 2.14358 -1.34383 -7.17062  -0.62
H 2.92453 -0.57261 -7.10766  0.21
H 2.30249 -1.87972 -8.10499  0.21
H 2.22524 -2.04569 -6.33448  0.22
C -0.48808 -1.39283 -7.21773  -0.63
H -1.33731 -0.70384 -7.10331  0.21
H -0.53588 -2.15913 -6.43755  0.22
H -0.57242 -1.88596 -8.19525  0.22
Bi 0.37766 0.01784 -1.26131  1.84
C -2.11541 -0.85293 0.58451  -0.24
C -1.40540 0.36517 0.71707  -0.33
C -1.66226 1.17501 -0.45990  -0.52
H -1.00134 0.74319 1.64472  0.25
C -2.42304 0.34130 -1.36860  -0.35
C -2.71450 -0.87065 -0.69253  -0.28
H -3.29798 -1.69379 -1.10920  0.23
H -2.20172 -1.61283 1.36845  0.24
H -1.66836 2.26153 -0.49597  0.25
H -2.86800 0.70679 -2.29601  0.23
C 1.58005 -1.82725 1.12569  -0.31
C 0.89566 -2.89428 0.48695  -0.32
C 1.62348 -3.24050 -0.68182  -0.35
H 0.02942 -3.40020 0.90111  0.21
C 2.71947 -2.34913 -0.80424  -0.33
C 2.66077 -1.43277 0.28566  -0.37
H 3.37136 -0.64430 0.49537  0.23
H 1.38536 -1.46791 2.13990  0.22
H 1.44936 -4.11607 -1.30074  0.21
H 3.53069 -2.41136 -1.52526  0.22
O -0.08651 1.59439 -4.00379  -0.55
C -1.28324 1.07590 -4.56466  -0.10
C -2.19721 2.25542 -4.91489  -0.43
H -1.74857 0.28994 -3.93624  0.18
H -0.96094 0.54702 -5.47200  0.22
C -1.25239 3.49498 -4.88024  -0.43
H -2.94148 2.33864 -4.10811  0.20
H -2.69309 2.12296 -5.88881  0.22
C -0.07811 3.03141 -4.02403  -0.07
H -1.75963 4.37255 -4.48002  0.22
H -0.88447 3.72078 -5.89906  0.20
H -0.21554 3.41584 -3.01009  0.18
H 0.90715 3.34137 -4.39203  0.19
C 0.79303 3.26502 1.45100  -0.88
S 1.70292 2.01117 0.56634  2.36
O 3.11878 2.20725 0.60434  -0.91
O 1.18640 0.71734 1.09931  -1.01
O 1.12593 2.12461 -0.89159  -1.10
H 1.01665 3.13476 2.53025  0.26
H -0.30106 3.18913 1.25821  0.25
H 1.20464 4.22770 1.09646  0.25